--- A ---
One molecule with the formula C2H2N4O, computed with ωB97M-V with the def2-TZVPD basis set.

Last column: natural (NBO) charge in e.
Geometry (Å):
C  0.265  0.620  0.239  0.469
C  0.673  -0.403  -0.674  -0.032
H  0.489  1.943  1.419  0.512
H  1.718  -0.544  -1.084  0.226
N  -0.017  -1.484  -0.985  -0.208
N  -1.372  -1.481  -0.549  -0.030
N  -1.780  -0.625  0.208  0.010
N  -0.933  0.363  0.796  -0.343
O  0.957  1.611  0.630  -0.605

The SMILES is Oc1cnnnn1. For the HOMO energy, the calculation gives -0.372 hartree. As for the total charge: 0.

--- B ---
One molecule with the formula C2H2N4O, computed with ωB97M-V with the def2-TZVPD basis set.

Last column: natural (NBO) charge in e.
Geometry (Å):
C  -0.891  0.109  -0.125  0.449
C  -0.086  1.273  0.278  -0.022
H  -2.408  -0.928  -0.338  0.497
H  -0.759  2.093  0.596  0.245
N  1.256  1.068  -0.189  -0.218
N  1.804  -0.203  -0.183  -0.012
N  1.086  -1.146  0.192  -0.002
N  -0.262  -1.031  0.130  -0.299
O  -2.269  -0.033  -0.103  -0.638

The SMILES is Oc1cnnnn1. For the HOMO energy, the calculation gives -0.382 hartree. As for the total charge: 0.

Short version: A is the most stable of them.

--- A ---
A 3-piece molecular cluster, C5H16NO2 overall, computed with ωB97M-V with the def2-TZVPD basis set.

Last column: natural (NBO) charge in e.
Geometry (Å):
C  0.694  -0.540  -2.361  -0.392
C  -0.242  -1.156  -1.349  -0.429
C  -0.234  -0.377  0.067  -0.146
C  -1.460  -0.939  0.847  -0.633
C  1.192  -0.550  0.563  -0.636
N  0.468  0.865  -2.565  -0.168
H  0.505  -1.211  -3.240  0.394
H  1.790  -0.803  -2.070  0.386
H  -1.223  -1.021  -1.782  0.294
H  0.054  -2.201  -1.136  0.248
H  -1.258  -2.021  1.022  0.216
H  -1.769  -0.540  1.804  0.252
H  1.553  -1.539  0.637  0.221
H  1.176  -0.239  1.616  0.259
H  1.928  0.056  0.009  0.204
H  -0.396  0.695  -0.238  0.236
H  -1.060  1.153  -2.181  0.465
H  0.856  1.474  -3.269  0.401
H  0.904  2.719  6.215  0.479
H  2.279  2.088  5.735  0.476
O  1.446  2.509  5.438  -0.954
H  -2.392  -0.844  0.279  0.238
H  -2.743  1.485  -2.234  0.501
O  -2.069  0.935  -1.807  -0.910

For the HOMO energy, the calculation gives -0.490 hartree. As for the total charge: +1.

--- B ---
A 3-piece molecular cluster, C5H16NO2 overall, computed with ωB97M-V with the def2-TZVPD basis set.

Last column: natural (NBO) charge in e.
Geometry (Å):
C  -1.381  0.507  0.024  -0.239
C  -1.059  -0.105  -1.368  -0.461
C  -0.245  -1.426  -1.229  0.043
C  1.088  -1.261  -1.234  -0.456
C  -0.969  -2.687  -1.128  -0.694
N  -0.104  0.681  0.728  -0.740
H  -1.978  1.406  -0.189  0.245
H  -1.989  -0.202  0.615  0.226
H  -0.478  0.529  -2.048  0.232
H  -1.967  -0.468  -1.870  0.242
H  1.545  -0.368  -1.562  0.204
H  1.775  -2.043  -0.974  0.212
H  -2.028  -2.662  -0.804  0.231
H  -0.923  -3.233  -2.122  0.262
H  -0.423  -3.443  -0.549  0.245
H  0.516  -0.164  0.744  0.460
H  0.414  1.482  0.219  0.462
H  -0.182  1.008  1.719  0.463
H  0.545  2.112  3.478  0.480
H  1.188  0.886  3.931  0.496
O  0.370  1.157  3.486  -0.948
H  2.574  2.365  0.568  0.491
H  1.691  3.418  -0.233  0.498
O  2.021  2.513  -0.203  -0.956

For the HOMO energy, the calculation gives -0.473 hartree. As for the total charge: +1.

Short version: B is the most stable of them.

--- A ---
One molecule with the formula C5H4N2O2S, computed with ωB97M-V with the def2-TZVPD basis set.

Last column: natural (NBO) charge in e.
Geometry (Å):
C  1.333  0.833  -0.215  -0.278
C  -0.044  1.161  -0.103  -0.159
C  1.773  -0.329  0.420  0.022
C  -0.301  -0.785  1.447  0.179
C  -1.058  0.415  -0.360  -0.106
N  0.895  -1.008  1.218  -0.491
N  -1.083  -0.746  -1.177  0.479
O  -0.182  -0.779  -1.994  -0.350
O  -2.122  -1.426  -1.213  -0.363
S  -1.651  -0.947  2.189  0.118
H  1.929  1.356  -0.933  0.239
H  -0.240  2.149  0.333  0.240
H  2.810  -0.531  0.414  0.220
H  -2.059  0.638  -0.025  0.250

The SMILES is O=[N+]([O-])/C=C\C=C/N=C=S. For the HOMO energy, the calculation gives -0.324 hartree. As for the total charge: 0.

--- B ---
A 2-piece molecular cluster, C5H4N2O2S overall, computed with ωB97M-V with the def2-TZVPD basis set.

Last column: natural (NBO) charge in e.
Geometry (Å):
C  0.142  -0.566  -0.058  -0.118
C  0.890  0.546  -0.141  -0.267
C  -1.279  -0.539  0.082  -0.326
C  0.239  1.760  0.020  0.080
C  -1.631  0.709  0.198  0.502
N  -1.053  1.782  0.213  -0.415
N  -4.822  -0.625  0.015  0.357
O  -3.995  -1.345  0.520  -0.444
O  -5.945  -0.883  -0.387  -0.389
S  -4.324  0.942  -0.127  0.055
H  0.558  -1.490  -0.242  0.224
H  1.971  0.434  -0.135  0.242
H  -1.867  -1.455  0.148  0.300
H  0.649  2.655  -0.047  0.198

For the HOMO energy (alpha / beta), the calculation gives -0.324 / -0.325 hartree. As for the total charge: 0.

--- C ---
One molecule with the formula C5H4N2O2S, computed with ωB97M-V with the def2-TZVPD basis set.

Last column: natural (NBO) charge in e.
Geometry (Å):
C  -0.651  -1.816  -0.158  0.246
C  -2.544  -0.567  0.201  0.237
C  2.296  0.502  -0.428  -0.311
C  1.393  0.734  0.433  -0.426
C  -1.210  -0.743  0.531  -0.596
N  -0.165  -2.681  -0.728  -0.261
N  -3.631  -0.386  -0.113  -0.230
O  -1.048  2.011  0.505  -0.878
O  -0.393  0.953  -1.711  -0.857
S  -0.339  1.039  -0.276  2.065
H  3.210  0.402  0.158  0.222
H  2.254  0.393  -1.450  0.242
H  1.576  0.912  1.489  0.250
H  -0.748  -0.753  1.550  0.297

The SMILES is C=CS(=O)(=O)C(C#N)C#N. For the HOMO energy, the calculation gives -0.388 hartree. As for the total charge: 0.

Short version: C is the most stable of them.